{
  "formula": "C20H24N2O3S",
  "method": "ωB97M-V with the def2-TZVPD basis set",
  "relative_energy_ev": 1.494,
  "homo_energy_ha": -0.3405,
  "charge": 0,
  "e_tot_ev": -41088.1269,
  "species": ["C", "C", "N", "S", "O", "O", "C", "C", "C", "C", "C", "C", "C", "O", "N", "C", "C", "C", "C", "C", "C", "C", "C", "C", "C", "C", "H", "H", "H", "H", "H", "H", "H", "H", "H", "H", "H", "H", "H", "H", "H", "H", "H", "H", "H", "H", "H", "H", "H", "H"],
  "positions_angstrom": [[-5.488, -2.134, -2.534], [-4.034, -2.198, -2.077], [-3.195, -3.022, -2.921], [-2.653, -2.312, -4.342], [-2.152, -3.386, -5.149], [-3.642, -1.437, -4.914], [-1.307, -1.330, -3.710], [-0.249, -1.971, -3.097], [0.798, -1.221, -2.592], [0.787, 0.166, -2.701], [1.904, 0.993, -2.130], [1.512, 1.575, -0.765], [1.577, 0.513, 0.325], [2.038, -0.595, 0.121], [1.086, 0.861, 1.537], [0.675, 2.176, 1.966], [1.786, 2.795, 2.815], [2.161, 1.863, 3.936], [2.794, 2.351, 5.073], [3.147, 1.504, 6.106], [2.865, 0.151, 6.012], [2.238, -0.342, 4.885], [1.885, 0.503, 3.839], [1.190, -0.078, 2.635], [-0.290, 0.791, -3.323], [-1.340, 0.045, -3.829], [-6.060, -1.484, -1.877], [-5.933, -3.127, -2.519], [-5.529, -1.744, -3.548], [-3.969, -2.587, -1.055], [-3.589, -1.201, -2.096], [-3.575, -3.938, -3.105], [-0.261, -3.047, -3.030], [1.624, -1.702, -2.092], [2.137, 1.814, -2.810], [2.793, 0.375, -2.001], [0.501, 1.982, -0.824], [2.200, 2.382, -0.500], [-0.229, 2.066, 2.575], [0.439, 2.814, 1.116], [2.665, 2.972, 2.187], [1.464, 3.757, 3.217], [3.008, 3.408, 5.143], [3.638, 1.898, 6.983], [3.136, -0.517, 6.816], [2.017, -1.397, 4.804], [0.182, -0.407, 2.925], [1.736, -0.950, 2.265], [-0.303, 1.868, -3.418], [-2.183, 0.505, -4.320]],
  "nbo_charge": [-0.630, -0.226, -0.862, 2.309, -0.937, -0.949, -0.360, -0.185, -0.143, -0.002, -0.413, -0.496, 0.694, -0.642, -0.432, -0.205, -0.427, -0.034, -0.189, -0.212, -0.209, -0.191, -0.027, -0.251, -0.232, -0.173, 0.211, 0.198, 0.238, 0.198, 0.204, 0.401, 0.236, 0.230, 0.215, 0.236, 0.222, 0.228, 0.199, 0.216, 0.214, 0.218, 0.207, 0.214, 0.214, 0.210, 0.201, 0.260, 0.212, 0.242]
}